No. 1
The following is a DFT calculation (ωB97M-V/def2-TZVPD) of an isolated molecule of C22H25FN2O at a distorted geometry.

Structure (XYZ):
```
51
C22H25FN2O | the Open Molecules 2025 dataset | ωB97M-V/def2-TZVPD
O -4.953 -3.482 0.704
C -3.910 -2.461 0.821
C -2.469 -2.815 0.533
C -1.664 -1.894 0.937
C -0.248 -2.073 0.541
N -0.014 -2.435 -0.929
C 1.258 -2.862 -1.267
C 2.356 -2.137 -1.038
C 3.110 -1.356 -0.394
C 4.215 -0.586 -0.025
C 5.455 -0.911 0.186
C 6.562 0.135 0.481
C 6.096 1.395 0.926
C 4.776 1.778 0.537
C 3.732 1.001 0.342
C -0.356 -1.082 -1.651
C -1.737 -0.610 -1.327
N -2.052 -0.685 0.392
C -1.391 0.490 0.823
C -2.078 1.799 0.350
C -3.547 2.090 0.425
C -4.079 3.148 -0.113
C -3.315 4.199 -0.316
C -1.905 4.116 -0.749
C -1.281 3.160 -0.080
F -0.074 2.963 -0.197
H -4.879 -3.762 -0.329
H -4.151 -2.066 1.766
H -4.427 -1.517 0.243
H -2.462 -3.242 -0.509
H -2.388 -3.952 1.032
H -1.514 -1.772 2.004
H -0.109 -3.157 0.865
H 0.570 -1.748 0.830
H 1.365 -3.777 -0.873
H 1.159 -3.112 -2.281
H 5.754 -2.073 -0.103
H 7.557 -0.290 0.675
H 6.881 2.207 0.911
H 4.499 2.861 1.005
H 2.829 1.361 0.099
H -0.190 -1.273 -2.567
H 0.449 -0.238 -1.299
H -1.924 0.329 -1.765
H -2.410 -1.285 -1.614
H -0.127 0.632 0.670
H -1.455 0.432 1.968
H -3.923 1.039 0.839
H -5.278 3.230 0.105
H -3.901 5.029 -0.910
H -1.372 4.788 -0.898
```

Highest occupied orbital energy in eV: -8.41
Lowest unoccupied orbital energy in eV: 0.2
Gap between HOMO and LUMO in eV: 8.63
Energy relative to the best compared isomer or geometry (same formula, charge and spin) in kcal per mole: 435.9
SMILES: OCC[C@H]1CN(CC#Cc2ccccc2)CCN1Cc1ccccc1F

No. 2
The following is a DFT calculation (ωB97M-V/def2-TZVPD) of a structure of composition C22H25FN2O3 at a distorted geometry.

Structure (XYZ):
```
53
C22H25FN2O3 | the Open Molecules 2025 dataset | ωB97M-V/def2-TZVPD
C -7.410 -0.249 0.415
H -7.116 0.676 -0.212
O -6.528 -1.217 -0.206
C -5.275 -1.256 -0.128
C -4.604 -0.321 0.272
C -3.296 -0.249 0.512
C -2.639 -1.384 0.131
C -3.267 -2.309 -0.689
C -4.678 -2.293 -0.697
H -5.145 -3.191 -1.018
H -2.767 -2.984 -0.933
H -1.575 -1.171 -0.099
C -2.451 0.832 0.892
N -1.628 1.712 0.007
C -0.321 1.414 -0.112
O 0.150 0.828 1.077
C 0.544 1.834 -1.091
H -0.101 1.857 -1.989
C 1.907 1.309 -1.394
N 2.823 1.576 -0.276
C 2.864 2.617 0.309
O 3.761 2.955 1.253
C 1.698 3.653 0.458
H 2.001 4.603 0.749
H 1.097 3.424 1.025
C 0.957 3.481 -0.880
H 1.460 3.659 -1.718
H 0.015 4.236 -0.796
C 3.923 0.612 -0.335
C 3.734 -0.804 0.048
C 4.376 -1.711 -0.680
C 4.068 -3.137 -0.340
C 3.214 -3.351 0.803
C 2.499 -2.457 1.355
C 2.746 -1.094 0.989
H 2.289 -0.009 1.484
H 1.826 -2.513 1.984
H 3.000 -4.392 1.343
F 4.736 -4.091 -0.794
H 4.972 -1.525 -1.319
H 4.825 1.004 0.394
H 4.278 0.724 -1.224
H 2.081 1.336 -2.320
H 1.539 -0.010 -1.206
C -2.475 2.251 -1.218
H -2.290 1.419 -1.991
H -3.298 2.318 -0.773
H -1.773 2.962 -1.459
H -3.124 1.863 1.307
H -1.920 0.752 1.842
H -5.126 0.763 0.771
H -8.474 -0.500 0.127
H -7.094 -0.035 1.300
```

Highest occupied orbital energy in eV: -8.25
Lowest unoccupied orbital energy in eV: 0.3
Gap between HOMO and LUMO in eV: 8.57
Energy relative to the best compared isomer or geometry (same formula, charge and spin) in kcal per mole: 453.3

No. 3
The following is a DFT calculation (ωB97M-V/def2-TZVPD) of a cluster of 2 separate species, C22H25N2O in total at a distorted geometry.

Structure (XYZ):
```
50
C22H25N2O | the Open Molecules 2025 dataset | ωB97M-V/def2-TZVPD
H -2.150 3.102 1.113
C -2.388 4.240 1.141
H -1.527 4.766 0.696
C -3.580 4.649 0.337
C -4.674 5.241 0.885
N -4.738 5.564 2.201
C -6.026 5.929 2.813
C -6.640 4.714 3.430
C -6.367 4.397 4.763
C -6.802 3.181 5.297
C -7.528 2.288 4.495
C -7.827 2.620 3.165
C -7.400 3.844 2.643
C -3.653 5.377 2.998
C -2.519 4.777 2.546
C -1.435 4.658 3.566
N -0.283 4.006 3.139
O -1.594 5.044 4.714
H -3.567 4.513 -0.737
H -5.585 5.468 0.337
H -5.820 6.671 3.583
H -6.667 6.324 2.026
H -5.803 5.112 5.367
H -6.577 2.935 6.341
H -7.864 1.332 4.909
H -8.400 1.928 2.537
H -7.636 4.133 1.615
H -3.821 5.717 4.022
H -0.029 3.967 2.158
H 0.491 4.065 3.795
C -2.528 -0.216 0.110
C -1.678 0.456 1.127
C -2.347 0.830 2.397
C -0.273 0.303 1.033
C 0.630 0.771 2.045
C 2.011 0.743 1.861
C 2.569 0.131 0.727
C 1.721 -0.490 -0.204
C 0.340 -0.438 -0.042
H -2.218 0.028 -0.912
H -2.462 -1.314 0.201
H -3.580 0.044 0.237
H -1.821 1.576 2.996
H -3.356 1.204 2.181
H -2.494 -0.056 3.042
H 0.223 1.183 2.973
H 2.666 1.213 2.602
H 3.651 0.124 0.576
H 2.152 -1.004 -1.070
H -0.288 -0.972 -0.760
```

Highest occupied orbital energy in eV: -9.85
Lowest unoccupied orbital energy in eV: -6.0
Gap between HOMO and LUMO in eV: 3.89
Energy relative to the best compared isomer or geometry (same formula, charge and spin) in kcal per mole: 21.3
Charge: +1